*a*
This record from OMol25 describes a structure of composition C27H38B2F3HgN2O21S. The level of theory is ωB97M-V/def2-TZVPD.

Cartesian coordinates (Å):
1 Hg -20.026 2.362 -18.393
2 O -21.657 1.447 -26.570
3 C -21.690 2.123 -25.592
4 O -20.677 2.821 -25.068
5 B -21.112 3.353 -23.792
6 O -22.560 3.368 -23.834
7 C -22.948 2.441 -24.725
8 O -24.018 1.927 -24.796
9 O -20.505 4.692 -23.541
10 C -19.966 4.718 -22.352
11 O -19.431 5.643 -21.815
12 C -20.027 3.303 -21.764
13 O -20.648 2.539 -22.594
14 O -19.614 2.997 -20.663
15 O -22.441 -2.161 -23.942
16 C -21.406 -2.174 -23.362
17 O -21.206 -2.025 -22.063
18 B -19.752 -1.896 -21.812
19 O -19.107 -2.277 -23.034
20 C -20.022 -2.464 -24.009
21 O -19.775 -2.799 -25.120
22 O -19.368 -2.739 -20.652
23 C -19.290 -1.983 -19.569
24 O -19.157 -2.334 -18.437
25 C -19.329 -0.517 -20.055
26 O -19.441 -0.498 -21.342
27 O -19.179 0.439 -19.321
28 C -23.647 -0.449 -17.426
29 F -24.221 -1.477 -16.828
30 F -23.261 -0.827 -18.655
31 F -24.550 0.537 -17.555
32 S -22.160 0.113 -16.495
33 O -22.657 0.892 -15.392
34 O -21.515 -1.125 -16.181
35 O -21.428 0.893 -17.512
36 C -21.677 6.853 -19.528
37 C -21.167 6.154 -18.267
38 C -21.243 7.086 -17.055
39 C -22.620 7.237 -16.425
40 C -23.325 5.896 -16.225
41 C -23.220 4.926 -17.399
42 N -21.843 4.899 -17.914
43 O -21.758 3.958 -18.992
44 C -23.557 3.518 -16.909
45 C -24.294 5.302 -18.453
46 C -19.686 5.812 -18.436
47 H -20.967 7.621 -19.842
48 H -22.648 7.319 -19.383
49 H -21.699 6.186 -20.394
50 H -20.598 6.660 -16.276
51 H -20.812 8.057 -17.299
52 H -23.257 7.880 -17.037
53 H -22.489 7.695 -15.443
54 H -24.378 6.090 -16.010
55 H -22.977 5.354 -15.338
56 H -24.265 3.517 -16.079
57 H -23.887 2.863 -17.710
58 H -22.678 3.064 -16.453
59 H -24.307 6.381 -18.605
60 H -24.164 4.822 -19.428
61 H -25.279 4.994 -18.107
62 H -19.520 5.217 -19.333
63 H -19.311 5.359 -17.520
64 H -19.127 6.727 -18.658
65 H -22.527 4.138 -19.556
66 C -17.786 2.485 -14.196
67 C -18.592 3.243 -15.245
68 C -18.397 4.737 -15.067
69 C -17.007 5.241 -15.526
70 C -16.737 4.867 -16.972
71 C -16.940 3.373 -17.214
72 N -18.236 2.907 -16.654
73 O -18.364 1.500 -16.849
74 C -17.016 3.160 -18.734
75 C -15.711 2.567 -16.770
76 C -20.081 2.935 -15.098
77 H -17.908 1.405 -14.334
78 H -18.273 2.650 -13.231
79 H -16.736 2.737 -14.099
80 H -19.190 5.345 -15.506
81 H -18.394 4.969 -13.997
82 H -16.224 4.880 -14.861
83 H -17.091 6.326 -15.412
84 H -15.701 5.127 -17.196
85 H -17.379 5.442 -17.639
86 H -17.197 2.106 -18.962
87 H -17.817 3.741 -19.207
88 H -16.109 3.439 -19.272
89 H -15.458 2.553 -15.710
90 H -15.792 1.520 -17.081
91 H -14.834 2.933 -17.303
92 H -20.593 3.486 -15.894
93 H -20.443 3.414 -14.182
94 H -20.344 1.883 -15.092
95 H -17.593 1.046 -16.478

Values from the calculation:
* molar mass: 1037.9 g mol⁻¹
* E_LUMO: 0.50 eV
* total charge: -1
* HOMO: -7.16 eV

These are the Löwdin partial charges, in e, on atoms 1 to 4: 1.329 0.175 -0.370 0.237

---

*b*
This record from OMol25 describes a structure of composition C27H38B2F3HgN2O21S. The level of theory is ωB97M-V/def2-TZVPD.

Cartesian coordinates (Å):
1 Hg 11.222 -7.382 -7.478
2 O 6.909 -7.725 -0.128
3 C 7.853 -7.244 -0.669
4 O 7.930 -6.863 -1.943
5 B 9.277 -6.377 -2.235
6 O 10.013 -6.457 -0.979
7 C 9.245 -7.001 -0.037
8 O 9.586 -7.294 1.067
9 O 9.256 -5.004 -2.795
10 C 9.781 -4.991 -3.989
11 O 9.947 -4.023 -4.681
12 C 10.170 -6.440 -4.336
13 O 9.868 -7.200 -3.340
14 O 10.678 -6.813 -5.378
15 O 6.122 -11.717 -5.972
16 C 6.048 -10.533 -6.087
17 O 6.637 -9.751 -6.994
18 B 6.304 -8.353 -6.698
19 O 5.321 -8.358 -5.595
20 C 5.239 -9.602 -5.143
21 O 4.683 -9.997 -4.161
22 O 7.517 -7.560 -6.409
23 C 7.888 -7.002 -7.521
24 O 8.955 -6.470 -7.752
25 C 6.683 -7.031 -8.511
26 O 5.726 -7.713 -7.905
27 O 6.645 -6.489 -9.569
28 C 9.710 -10.790 -10.488
29 F 9.178 -11.199 -11.631
30 F 8.886 -11.105 -9.492
31 F 10.866 -11.433 -10.280
32 S 10.063 -8.945 -10.609
33 O 11.217 -8.923 -11.486
34 O 8.858 -8.331 -11.084
35 O 10.385 -8.550 -9.220
36 C 14.837 -9.341 -4.626
37 C 14.725 -8.629 -5.985
38 C 16.134 -8.509 -6.590
39 C 16.662 -9.791 -7.244
40 C 15.608 -10.324 -8.233
41 C 14.225 -10.526 -7.633
42 N 13.865 -9.303 -6.941
43 O 12.505 -9.238 -6.556
44 C 13.245 -10.790 -8.773
45 C 14.248 -11.797 -6.756
46 C 14.231 -7.198 -5.777
47 H 15.293 -8.670 -3.894
48 H 15.387 -10.276 -4.670
49 H 13.843 -9.530 -4.203
50 H 16.251 -7.671 -7.287
51 H 16.838 -8.194 -5.809
52 H 16.802 -10.541 -6.463
53 H 17.584 -9.594 -7.786
54 H 16.039 -11.240 -8.654
55 H 15.597 -9.710 -9.141
56 H 13.499 -11.631 -9.413
57 H 12.304 -11.106 -8.308
58 H 13.016 -9.908 -9.365
59 H 14.374 -12.663 -7.412
60 H 15.096 -11.888 -6.077
61 H 13.318 -11.979 -6.211
62 H 14.996 -6.616 -5.257
63 H 13.380 -7.160 -5.087
64 H 13.951 -6.701 -6.707
65 H 12.361 -10.001 -5.971
66 C 13.148 -5.420 -11.437
67 C 13.582 -5.889 -10.027
68 C 15.033 -5.416 -9.757
69 C 15.118 -4.013 -9.203
70 C 14.194 -3.844 -7.995
71 C 12.737 -4.132 -8.360
72 N 12.678 -5.470 -8.937
73 O 11.337 -5.841 -9.250
74 C 11.982 -4.109 -7.035
75 C 12.185 -2.987 -9.228
76 C 13.576 -7.413 -10.039
77 H 12.264 -5.966 -11.766
78 H 13.993 -5.539 -12.113
79 H 12.925 -4.354 -11.523
80 H 15.537 -6.120 -9.088
81 H 15.589 -5.444 -10.694
82 H 14.875 -3.242 -9.946
83 H 16.125 -3.695 -8.910
84 H 14.343 -2.864 -7.548
85 H 14.511 -4.586 -7.253
86 H 10.910 -4.280 -7.196
87 H 12.236 -4.929 -6.358
88 H 12.029 -3.162 -6.504
89 H 11.092 -3.033 -9.262
90 H 12.431 -2.022 -8.786
91 H 12.545 -2.974 -10.253
92 H 14.406 -7.815 -10.626
93 H 12.640 -7.859 -10.374
94 H 13.784 -7.772 -9.022
95 H 10.998 -5.177 -9.874

Values from the calculation:
* molar mass: 1037.9 g mol⁻¹
* E_LUMO: 0.08 eV
* total charge: -1
* HOMO: -7.22 eV

These are the Löwdin partial charges, in e, on atoms 1 to 4: 1.350 0.170 -0.379 0.238

---

*a* takes first place; second place is 0.0064 hartree up.

---

*a*
This record from OMol25 describes the molecule C4H11P. The level of theory is ωB97M-V/def2-TZVPD.

Cartesian coordinates (Å):
1 C 1.064 1.725 1.368
2 C 0.338 0.455 0.573
3 C -0.395 0.689 -0.796
4 P -1.255 -0.791 -1.692
5 C -0.292 -2.219 -0.813
6 H 1.846 2.134 0.653
7 H 1.541 1.283 2.210
8 H 0.312 2.470 1.492
9 H -0.572 0.207 1.151
10 H 1.026 -0.324 0.615
11 H 0.391 0.971 -1.515
12 H -1.222 1.345 -0.595
13 H -2.362 -0.802 -0.876
14 H 0.704 -2.179 -1.141
15 H -0.307 -1.790 0.159
16 H -0.816 -3.172 -0.791

Values from the calculation:
* molar mass: 90.1 g mol⁻¹
* structure (SMILES): CCCPC
* E_LUMO: 1.05 eV
* total charge: 0
* HOMO: -8.82 eV

These are the natural (NBO) partial charges, in e, on atoms 1 to 4: -0.599 -0.394 -0.666 0.505

---

*b*
This record from OMol25 describes the molecule C4H11P. The level of theory is ωB97M-V/def2-TZVPD.

Cartesian coordinates (Å):
1 C 2.307 0.611 -0.679
2 C 1.226 -0.515 -0.705
3 C -0.213 0.161 -0.530
4 P -0.677 0.221 1.314
5 C -2.574 -0.158 1.188
6 H 3.354 0.152 -0.791
7 H 2.303 1.099 0.302
8 H 1.976 1.429 -1.439
9 H 1.277 -1.248 0.088
10 H 1.196 -1.049 -1.627
11 H -0.971 -0.421 -0.941
12 H -0.188 1.240 -0.865
13 H -0.168 -1.028 1.411
14 H -2.968 0.708 0.472
15 H -2.818 -1.047 0.593
16 H -3.063 -0.156 2.207

Values from the calculation:
* molar mass: 90.1 g mol⁻¹
* structure (SMILES): CCCPC
* E_LUMO: 1.18 eV
* total charge: 0
* HOMO: -8.89 eV

These are the natural (NBO) partial charges, in e, on atoms 1 to 4: -0.619 -0.399 -0.654 0.513

---

*b* takes first place; second place is 0.0081 hartree up.

---

*a*
This record from OMol25 describes a structure of composition C39H37F3N6O4SeSiTa. The level of theory is ωB97M-V/def2-TZVPD.

Cartesian coordinates (Å):
1 Ta 0.008 -0.479 1.103
2 O 3.562 2.182 2.073
3 C 2.821 3.279 2.364
4 C 3.498 4.492 2.463
5 C 2.812 5.649 2.768
6 C 1.435 5.622 2.981
7 C 0.760 4.426 2.880
8 C 1.434 3.237 2.569
9 C 0.663 1.996 2.444
10 O 1.282 0.890 2.037
11 N -0.612 1.955 2.679
12 N -1.054 0.668 2.450
13 C -2.215 0.306 3.007
14 C -2.491 -1.034 2.807
15 C -3.636 -1.710 3.312
16 C -3.748 -3.052 3.171
17 C -2.699 -3.752 2.517
18 C -1.658 -3.066 1.985
19 N -1.529 -1.693 2.049
20 H 2.952 1.426 2.051
21 H 4.568 4.493 2.305
22 H 3.354 6.583 2.846
23 H 0.900 6.530 3.224
24 H -0.308 4.378 3.039
25 H -2.809 1.009 3.571
26 H -4.383 -1.125 3.832
27 H -4.602 -3.585 3.564
28 H -2.718 -4.829 2.428
29 H -0.865 -3.582 1.466
30 O -2.948 3.523 -3.979
31 C -3.751 2.789 -3.084
32 C -2.869 2.061 -2.113
33 C -3.421 1.286 -1.098
34 C -2.586 0.626 -0.230
35 N -1.248 0.674 -0.334
36 C -0.707 1.423 -1.312
37 C -1.489 2.132 -2.205
38 C 0.766 1.383 -1.389
39 C 1.498 2.085 -2.330
40 C 2.876 1.932 -2.383
41 C 3.658 2.651 -3.456
42 O 3.190 2.301 -4.747
43 C 3.475 1.085 -1.462
44 C 2.682 0.437 -0.537
45 N 1.357 0.568 -0.502
46 H -3.510 4.004 -4.592
47 H -4.367 2.049 -3.608
48 H -4.425 3.442 -2.518
49 H -4.493 1.199 -0.978
50 H -2.985 0.036 0.584
51 H -1.046 2.721 -2.992
52 H 1.007 2.735 -3.039
53 H 4.728 2.460 -3.340
54 H 3.500 3.725 -3.362
55 H 3.484 1.410 -4.961
56 H 4.547 0.936 -1.449
57 H 3.123 -0.216 0.206
58 F 5.182 -3.225 5.176
59 C 3.963 -3.784 5.198
60 F 3.506 -3.733 6.453
61 F 4.099 -5.073 4.854
62 C 3.041 -3.072 4.234
63 C 3.320 -3.121 2.877
64 C 2.476 -2.461 2.009
65 N 1.405 -1.770 2.425
66 C 1.142 -1.736 3.737
67 C 1.935 -2.371 4.675
68 H 4.171 -3.667 2.496
69 H 2.640 -2.497 0.940
70 H 0.265 -1.176 4.037
71 H 1.682 -2.317 5.723
72 Se 0.323 -2.413 -0.577
73 C -3.117 -2.548 -1.186
74 Si -1.443 -2.835 -1.978
75 C -1.300 -4.623 -2.484
76 C -1.292 -1.705 -3.472
77 C -0.251 -0.796 -3.650
78 C -0.216 0.061 -4.744
79 C -1.237 0.024 -5.683
80 C -2.277 -0.885 -5.533
81 C -2.301 -1.740 -4.441
82 H -3.846 -3.191 -1.688
83 H -3.444 -1.519 -1.319
84 H -3.134 -2.798 -0.126
85 H -1.907 -4.810 -3.374
86 H -1.654 -5.281 -1.688
87 H -0.269 -4.891 -2.715
88 H 0.563 -0.783 -2.931
89 H 0.609 0.754 -4.867
90 H -1.216 0.690 -6.536
91 H -3.066 -0.933 -6.272
92 H -3.123 -2.444 -4.347

Values from the calculation:
* molar mass: 998.8 g mol⁻¹
* E_LUMO (alpha / beta): -3.58 / -3.71 eV
* total charge: +1
* HOMO (alpha / beta): -9.04 / -9.32 eV

These are the Löwdin partial charges, in e, on atoms 1 to 4: 1.527 0.060 -0.254 -0.008

---

*b*
This record from OMol25 describes a structure of composition C39H37F3N6O4SeSiTa. The level of theory is ωB97M-V/def2-TZVPD.

Cartesian coordinates (Å):
1 Ta -0.315 -1.096 -0.640
2 O -2.494 2.452 1.040
3 C -2.156 2.268 2.337
4 C -2.416 3.319 3.216
5 C -2.105 3.202 4.554
6 C -1.529 2.031 5.049
7 C -1.263 0.993 4.184
8 C -1.557 1.094 2.818
9 C -1.210 -0.017 1.921
10 O -1.570 0.047 0.642
11 N -0.576 -1.042 2.383
12 N -0.522 -2.027 1.384
13 C -0.649 -3.219 1.829
14 C -1.016 -4.313 0.939
15 C -0.799 -5.640 1.278
16 C -1.243 -6.618 0.402
17 C -1.884 -6.228 -0.761
18 C -2.070 -4.872 -1.003
19 N -1.667 -3.929 -0.165
20 H -2.264 1.633 0.561
21 H -2.867 4.218 2.818
22 H -2.316 4.027 5.222
23 H -1.299 1.937 6.101
24 H -0.816 0.077 4.542
25 H -0.598 -3.370 2.903
26 H -0.275 -5.891 2.189
27 H -1.087 -7.665 0.623
28 H -2.253 -6.958 -1.467
29 H -2.568 -4.531 -1.904
30 O 1.457 4.530 -4.701
31 C 2.456 3.873 -3.955
32 C 1.819 2.790 -3.136
33 C 2.505 2.169 -2.106
34 C 1.892 1.159 -1.396
35 N 0.654 0.721 -1.643
36 C -0.033 1.356 -2.622
37 C 0.518 2.374 -3.378
38 C -1.429 0.938 -2.798
39 C -2.294 1.453 -3.746
40 C -3.616 1.026 -3.763
41 C -4.564 1.550 -4.816
42 O -4.270 2.873 -5.206
43 C -4.023 0.107 -2.806
44 C -3.094 -0.379 -1.908
45 N -1.825 0.021 -1.915
46 H 1.864 5.191 -5.270
47 H 2.985 4.560 -3.287
48 H 3.203 3.406 -4.609
49 H 3.511 2.462 -1.836
50 H 2.405 0.700 -0.574
51 H -0.059 2.866 -4.143
52 H -1.970 2.186 -4.469
53 H -5.597 1.437 -4.477
54 H -4.449 0.938 -5.714
55 H -4.605 3.484 -4.542
56 H -5.047 -0.239 -2.758
57 H -3.359 -1.118 -1.160
58 F -0.395 6.380 3.264
59 C 0.823 5.825 3.366
60 F 1.091 5.675 4.667
61 F 1.702 6.710 2.870
62 C 0.887 4.522 2.614
63 C 0.485 4.488 1.289
64 C 0.541 3.276 0.627
65 N 0.956 2.144 1.194
66 C 1.347 2.199 2.466
67 C 1.334 3.363 3.220
68 H 0.122 5.376 0.788
69 H 0.219 3.210 -0.408
70 H 1.668 1.265 2.911
71 H 1.648 3.354 4.253
72 Se -0.102 -2.493 -2.454
73 C 3.071 -0.809 1.328
74 Si 2.255 -1.727 -0.111
75 C 3.447 -1.709 -1.568
76 C 2.236 -3.547 0.453
77 C 2.208 -4.586 -0.479
78 C 2.348 -5.913 -0.093
79 C 2.518 -6.234 1.247
80 C 2.530 -5.221 2.195
81 C 2.389 -3.897 1.799
82 H 4.097 -1.169 1.442
83 H 2.544 -0.997 2.265
84 H 3.111 0.274 1.209
85 H 4.444 -1.979 -1.208
86 H 3.523 -0.745 -2.072
87 H 3.143 -2.440 -2.317
88 H 2.079 -4.363 -1.532
89 H 2.336 -6.696 -0.841
90 H 2.647 -7.266 1.548
91 H 2.671 -5.459 3.243
92 H 2.427 -3.126 2.560

Values from the calculation:
* molar mass: 998.8 g mol⁻¹
* E_LUMO: -3.53 eV
* total charge: +1
* HOMO: -10.54 eV

These are the Löwdin partial charges, in e, on atoms 1 to 4: 1.195 0.062 -0.263 -0.007

---

*a* takes first place; second place is 0.0850 hartree up.